C43H71BN10O12S2 | ωB97M-V/def2-TZVPD

The geometry in XYZ format:
```
139
Properties=species:S:1:pos:R:3
O 0.4725 -5.5653 4.4835
C 0.7180 -5.6214 3.3091
C 1.5842 -6.6861 2.7610
C 1.4162 -7.1107 1.5152
C 0.3118 -6.5261 0.7129
O -0.2874 -7.2477 -0.0493
C 0.0150 -5.0892 0.9783
C -0.4105 -4.2101 -0.0197
B -0.6087 -4.6876 -1.5251
O 0.3536 -4.4589 -2.4865
O -1.7589 -5.3454 -1.8761
C -0.6514 -2.8601 0.2998
C -1.0760 -1.8905 -0.7859
C 0.0652 -1.3870 -1.6997
C 0.9758 -0.3746 -1.0021
C 1.9226 -1.0697 -0.0162
N 3.3303 -0.6768 -0.1010
C 4.0987 -0.8565 1.0106
C 5.3867 -0.4669 0.7220
C 5.3585 -0.0243 -0.6181
C 4.0873 -0.1777 -1.1237
C -0.4843 -2.4090 1.6261
C -0.7326 -0.9652 2.0078
C -2.0402 -0.7386 2.7726
S -3.4731 -1.6101 2.0662
C -4.0958 -0.4499 0.9189
N -4.3847 0.7953 1.0875
N -4.8472 1.2323 -0.1543
C -4.7918 0.2312 -0.9621
O -4.3319 -0.8922 -0.3415
C -0.0541 -3.3078 2.6260
S 0.2166 -2.6853 4.2834
C 0.2055 -4.6431 2.2941
H 2.3507 -7.1392 3.3740
H 2.0094 -7.8990 1.0791
H 0.0008 -4.0311 -3.2721
H -1.5418 -6.1278 -2.3948
H -1.6418 -1.0589 -0.3894
H -1.7837 -2.4204 -1.4324
H -0.3736 -0.9743 -2.6071
H 0.6650 -2.2481 -1.9824
H 0.3289 0.2879 -0.4262
H 1.4861 0.2742 -1.7095
H 1.6120 -0.8646 1.0008
H 1.8670 -2.1417 -0.2059
H 3.6564 -1.2741 1.8958
H 6.2116 -0.4999 1.4073
H 6.2086 0.3683 -1.1518
H 3.6927 0.0256 -2.0997
H 0.0605 -0.5951 2.6458
H -0.7231 -0.3223 1.1428
H -2.2325 0.3309 2.7913
H -1.9859 -1.0642 3.8043
H -5.0771 0.2467 -2.0196
H -0.7682 -3.2824 4.9683
C 0.7800 3.7955 1.9937
C 1.3470 2.3968 1.9660
O 0.8018 1.4686 2.5649
N 2.4784 2.2024 1.2600
C 3.2343 3.1872 0.5013
H -0.1229 3.7928 2.5977
H 1.4966 4.4898 2.4322
H 0.5298 4.1280 0.9862
H 2.8220 1.2535 1.2817
H 3.2880 2.8708 -0.5423
H 4.2485 3.2440 0.9023
H 2.7825 4.1782 0.5435
C -7.4774 2.2610 1.4026
C -7.9187 2.8395 2.7273
O -7.1336 3.3184 3.5254
N -9.2543 2.8103 3.0101
C -10.3317 2.2866 2.1947
H -6.4030 2.3525 1.3161
H -7.7443 1.2047 1.3398
H -7.9426 2.8078 0.5799
H -9.4839 3.2102 3.9056
H -11.0488 3.0796 1.9719
H -10.8523 1.4914 2.7321
H -9.9516 1.8863 1.2614
C -6.7895 2.6319 -3.0011
C -6.5905 1.4531 -3.9233
O -5.8750 0.5039 -3.6177
N -7.2289 1.4649 -5.1144
C -8.1090 2.4872 -5.6500
H -6.2154 2.4745 -2.0910
H -6.4435 3.5501 -3.4766
H -7.8425 2.7341 -2.7359
H -7.0501 0.6472 -5.6764
H -9.0922 2.0586 -5.8488
H -7.7009 2.8698 -6.5863
H -8.2190 3.3100 -4.9528
C 2.8041 8.3055 -0.7005
C 3.4593 6.9485 -0.7899
O 2.9920 5.9646 -0.2274
N 4.5931 6.8466 -1.5192
C 5.2959 7.8888 -2.2540
H 1.9136 8.2205 -0.0857
H 3.4799 9.0279 -0.2418
H 2.5149 8.6571 -1.6912
H 4.9751 5.9140 -1.5370
H 5.3556 7.6118 -3.3052
H 6.3103 7.9805 -1.8568
H 4.7921 8.8445 -2.1587
C 4.0593 -3.6427 5.1076
C 4.7660 -2.3335 4.8414
O 5.1421 -2.0349 3.7180
N 4.9619 -1.4938 5.8901
C 4.5766 -1.6865 7.2750
H 3.9809 -4.1893 4.1727
H 4.6230 -4.2468 5.8202
H 3.0544 -3.4624 5.4922
H 5.4340 -0.6397 5.6391
H 3.9001 -0.8882 7.5846
H 5.4618 -1.6580 7.9129
H 4.0778 -2.6398 7.4100
C -2.9564 -8.2588 -0.8338
C -3.8932 -9.0088 -1.7479
O -3.7950 -8.9541 -2.9638
N -4.8688 -9.7627 -1.1695
C -5.1375 -9.9471 0.2433
H -2.2449 -7.7165 -1.4289
H -3.5073 -7.5471 -0.2180
H -2.4111 -8.9526 -0.1940
H -5.4587 -10.2369 -1.8343
H -5.0571 -11.0049 0.5012
H -6.1496 -9.6102 0.4755
H -4.4346 -9.3851 0.8481
C 8.2758 7.1740 -6.6981
C 7.6864 7.0854 -5.3110
O 6.4933 7.2509 -5.1050
N 8.5358 6.8117 -4.2867
C 9.9689 6.5868 -4.3428
H 7.4778 7.3961 -7.3991
H 9.0196 7.9698 -6.7493
H 8.7371 6.2271 -6.9800
H 8.0828 6.7651 -3.3882
H 10.2019 5.5930 -3.9581
H 10.4830 7.3264 -3.7272
H 10.3348 6.6631 -5.3604
```

Its molecular weight is 995.05 g mol⁻¹. As for the spin multiplicity: 1. As for the structure (SMILES): O=C1C=CC(=O)c2c(B(O)O)c(CCCCn3cccc3)c(CCSc3nnco3)c(S)c21.CNC(C)=O.CNC(C)=O.CNC(C)=O.CNC(C)=O.CNC(C)=O.CNC(C)=O.CNC(C)=O. Its net charge is 0. Its total energy is -3952.91447 Ha.

C43H71N2O19S | ωB97M-V/def2-TZVPD

The geometry in XYZ format:
```
136
Properties=species:S:1:pos:R:3
C 3.0242 2.4663 4.8139
C 2.9641 4.0601 4.4290
C 3.4285 4.4232 2.8993
C 2.4164 3.8985 1.7210
C 0.9426 3.4020 2.2398
C -0.1243 3.5910 0.9658
C -1.5145 2.7143 1.2142
C -1.8628 1.7402 -0.1005
C -1.7331 0.1543 0.2921
C -0.7446 -0.7270 -0.6712
C 0.4488 -0.1784 -1.6413
N 1.4072 -0.8628 -2.5321
N 1.3651 -2.2175 -2.5712
C 2.3706 -2.9939 -3.4461
C 3.3776 -3.7554 -2.3501
C 4.3151 -2.6516 -1.5197
S 3.6226 -2.2206 0.1751
C 0.3483 -2.9537 -1.7691
C -0.8049 -2.4013 -0.7563
O -1.7588 -3.2146 0.0314
C -0.9309 -3.7638 1.1500
C -0.3314 -5.2716 0.8295
C 1.2057 -5.4345 1.4619
H 3.7792 2.2313 5.7079
H 3.3754 1.8871 3.8330
H 1.9472 2.0958 5.1698
H 1.9057 4.5108 4.7005
H 3.7313 4.6075 5.1580
H 4.5133 3.9647 2.7148
H 3.5697 5.5963 2.7959
H 2.3348 4.7744 0.9165
H 2.9905 3.0160 1.1590
H 0.4864 4.0292 3.1178
H 0.9844 2.2389 2.4584
H -0.4011 4.7433 0.8708
H 0.4485 3.2465 -0.0056
H -2.3905 3.4857 1.3370
H -1.4334 2.1079 2.2171
H -1.2378 2.0792 -1.0300
H -2.9999 1.9844 -0.3527
H -2.8242 -0.3221 0.2882
H -1.3475 0.0354 1.4049
H 0.5670 1.0121 -1.6263
H 1.8466 -3.8878 -4.0342
H 2.9833 -2.2940 -4.1571
H 4.0677 -4.5616 -2.8462
H 2.7625 -4.3261 -1.5061
H 4.4756 -1.6774 -2.1726
H 5.3579 -3.1714 -1.3836
H 3.4091 -0.8050 0.1617
H 0.3781 -4.1422 -1.8910
H -1.4964 -3.7305 2.1817
H 0.0186 -3.0524 1.2542
H -1.0546 -6.0343 1.3949
H -0.2874 -5.5359 -0.3130
H 1.3998 -6.5962 1.5556
H 1.3468 -4.8607 2.4761
H 2.0172 -5.0350 0.6987
C -3.6806 -2.2575 -2.3409
C -3.8745 -1.9792 -3.8198
C -3.6440 -0.5448 -4.1901
O -4.4851 -0.3750 -5.3150
C -5.4967 -1.2850 -5.1868
O -6.5092 -1.2915 -5.8660
O -5.2256 -2.1847 -4.1944
H -4.4648 -1.7813 -1.7423
H -3.7527 -3.3333 -2.1489
H -2.7039 -1.9091 -1.9920
H -3.2456 -2.6511 -4.4165
H -2.6012 -0.3470 -4.4548
H -3.9527 0.1634 -3.4134
C 8.4863 2.2782 4.6968
C 8.2924 2.5565 3.2179
C 8.5229 3.9910 2.8476
O 7.6818 4.1607 1.7227
C 6.6702 3.2507 1.8509
O 5.6577 3.2442 1.1717
O 6.9413 2.3510 2.8433
H 7.7021 2.7544 5.2954
H 8.4142 1.2024 4.8888
H 9.4630 2.6266 5.0457
H 8.9213 1.8847 2.6212
H 9.5657 4.1887 2.5829
H 8.2142 4.6991 3.6243
C -8.0498 -0.5450 1.7929
C -6.7417 0.2132 1.6662
C -5.8193 -0.3610 0.6330
O -4.5410 -0.0119 1.1290
C -4.6677 0.1078 2.4845
O -3.7311 0.2029 3.2593
O -5.9824 0.1033 2.8576
H -7.8900 -1.5418 2.2180
H -8.7235 -0.0190 2.4777
H -8.5504 -0.6455 0.8252
H -6.9374 1.2761 1.4792
H -5.9816 0.0757 -0.3567
H -5.8764 -1.4520 0.5524
C 9.2637 -0.8838 -1.7595
C 9.6577 0.0690 -0.6463
C 10.9572 0.7731 -0.8984
O 11.4404 1.0118 0.4098
C 10.8995 0.0436 1.2083
O 11.2505 -0.1817 2.3540
O 9.9156 -0.6415 0.5523
H 9.9388 -1.7455 -1.8003
H 8.2607 -1.2827 -1.5745
H 9.2627 -0.3845 -2.7330
H 8.8475 0.7834 -0.4558
H 10.8208 1.7153 -1.4372
H 11.6903 0.1612 -1.4351
C -8.0518 -6.6126 -4.9425
C -7.3564 -5.6961 -3.9532
C -6.2336 -6.3608 -3.2147
O -6.2110 -5.6592 -1.9862
C -7.4772 -5.1867 -1.7833
O -7.8754 -4.7079 -0.7351
O -8.2397 -5.3250 -2.9091
H -8.6086 -7.4023 -4.4265
H -8.7844 -6.0464 -5.5274
H -7.3385 -7.0716 -5.6335
H -7.0167 -4.7834 -4.4577
H -5.2768 -6.2585 -3.7350
H -6.4125 -7.4215 -3.0076
C -5.4598 7.4910 -0.3173
C -5.8539 6.2339 0.4353
C -4.6792 5.4421 0.9265
O -5.1813 4.1194 0.9443
C -6.1755 4.0668 0.0080
O -6.6952 3.0380 -0.3895
O -6.5079 5.3190 -0.4269
H -4.9851 7.2472 -1.2740
H -6.3512 8.0817 -0.5538
H -4.7789 8.1136 0.2707
H -6.5378 6.4831 1.2557
H -4.3623 5.7479 1.9278
H -3.8146 5.4783 0.2548
```

Its molecular weight is 952.10 g mol⁻¹. As for the spin multiplicity: 1. Its net charge is +1. Its total energy is -3617.68079 Ha.